[1]
Entry from OMol25: one molecule with the formula C26H29NO4 (wB97M-V/def2-TZVPD).

The geometry in XYZ format:
```
60
Properties=species:S:1:pos:R:3:lowdin_charge:R:1
C -7.73 -2.50 0.56 0.134
C -6.67 -2.07 0.18 -0.106
C -5.43 -1.56 -0.27 -0.260
C -5.37 -0.31 -0.89 -0.020
C -4.15 0.18 -1.32 -0.025
C -2.98 -0.54 -1.14 -0.180
C -1.67 0.05 -1.62 -0.202
C -0.55 -0.94 -1.59 0.038
C 0.43 -0.90 -0.69 -0.152
C 1.54 -1.90 -0.72 -0.435
O 1.61 -2.76 -1.58 0.068
N 2.42 -1.76 0.29 0.087
C 3.63 -2.56 0.38 -0.122
C 4.86 -1.72 0.12 -0.213
C 4.96 -1.00 -1.06 -0.034
C 6.07 -0.21 -1.31 -0.081
C 7.09 -0.14 -0.38 -0.094
C 7.00 -0.86 0.80 -0.088
C 5.88 -1.64 1.05 -0.049
O 0.52 0.03 0.32 0.003
C -0.65 0.80 0.53 -0.318
O -1.62 0.08 1.22 -0.065
C -1.29 -0.31 2.54 -0.224
C -1.48 0.81 3.56 -0.059
C -1.27 1.29 -0.78 -0.179
C -0.28 2.19 -1.54 -0.137
C -0.57 3.69 -1.40 -0.168
C -0.44 4.24 0.02 -0.275
O 0.87 4.17 0.52 -0.058
C -3.05 -1.79 -0.53 -0.019
C -4.26 -2.29 -0.10 -0.012
H -8.65 -2.88 0.89 0.016
H -6.27 0.26 -1.03 0.117
H -4.12 1.15 -1.81 0.118
H -1.83 0.38 -2.65 0.155
H -0.53 -1.72 -2.34 0.137
H 2.32 -0.98 0.91 0.144
H 3.54 -3.34 -0.38 0.130
H 3.69 -3.02 1.37 0.123
H 4.16 -1.06 -1.79 0.116
H 6.14 0.34 -2.23 0.102
H 7.96 0.47 -0.57 0.100
H 7.79 -0.81 1.53 0.101
H 5.81 -2.20 1.98 0.107
H -0.29 1.64 1.14 0.151
H -1.98 -1.13 2.76 0.126
H -0.26 -0.69 2.58 0.121
H -2.49 1.20 3.49 0.080
H -1.32 0.42 4.56 0.077
H -0.78 1.62 3.39 0.068
H -2.17 1.85 -0.53 0.148
H -0.31 1.95 -2.61 0.121
H 0.74 1.98 -1.21 0.118
H 0.12 4.24 -2.04 0.117
H -1.59 3.89 -1.75 0.116
H -1.14 3.71 0.69 0.110
H -0.70 5.30 0.03 0.121
H 1.19 3.27 0.44 0.070
H -2.15 -2.37 -0.39 0.118
H -4.31 -3.26 0.38 0.118
```

The relative energy (zero: lowest compared OMol25 entry of this formula, charge and spin) comes out at 50.7 kcal/mol. The spin multiplicity is 1. As for the SMILES: C#Cc1ccc([C@@H]2C=C(C(=O)NCc3ccccc3)O[C@H](OCC)[C@H]2CCCO)cc1.

[2]
Entry from OMol25: a 4-piece molecular cluster, C24H53BN2O6S4 overall (wB97M-V/def2-TZVPD).

The geometry in XYZ format:
```
90
Properties=species:S:1:pos:R:3:lowdin_charge:R:1
C 4.24 -3.07 0.28 -0.075
C 4.41 -1.50 0.51 -0.243
O 4.30 -0.89 -0.80 -0.193
C 3.03 -0.19 -0.88 -0.195
C 2.80 0.25 -2.38 -0.086
B 1.35 -0.12 -2.99 -0.279
C 0.09 0.79 -2.55 -0.117
C -0.85 0.17 -1.43 -0.191
C -0.71 -1.38 -1.20 -0.192
C -1.77 -1.76 -0.06 -0.194
C -1.29 -2.94 0.87 -0.200
C -0.01 -2.63 1.73 -0.261
C -0.12 -1.32 2.58 -0.454
S 1.53 -0.97 3.39 0.923
C 1.41 0.82 3.68 -0.635
N 1.20 1.33 4.90 0.030
N 1.14 2.68 4.68 0.006
C 1.31 2.93 3.37 -0.109
O 1.49 1.74 2.66 0.016
C 1.26 -1.36 -4.03 -0.127
C 2.28 -2.54 -3.76 -0.188
C 1.70 -3.43 -2.59 -0.160
C 2.26 -4.91 -2.55 -0.229
O 2.79 -5.38 -3.79 -0.212
C 1.68 -5.95 -4.52 -0.115
H 4.76 -3.67 1.06 0.074
H 3.15 -3.33 0.25 0.050
H 4.73 -3.28 -0.70 0.083
H 3.62 -1.11 1.20 0.074
H 5.42 -1.31 0.96 0.120
H 3.09 0.71 -0.21 0.129
H 2.26 -0.89 -0.47 0.097
H 3.66 -0.12 -3.00 0.107
H 2.88 1.38 -2.41 0.108
H 0.53 1.73 -2.11 0.097
H -0.48 1.13 -3.46 0.103
H -1.92 0.33 -1.79 0.095
H -0.79 0.71 -0.44 0.109
H -0.97 -2.00 -2.10 0.108
H 0.28 -1.71 -0.80 0.071
H -2.78 -1.94 -0.50 0.103
H -1.87 -0.83 0.58 0.094
H -2.15 -3.17 1.56 0.114
H -1.12 -3.85 0.24 0.111
H 0.89 -2.53 1.07 0.077
H 0.17 -3.48 2.46 0.116
H -0.31 -0.43 1.92 0.070
H -0.94 -1.34 3.35 0.084
H 1.27 3.95 2.92 0.131
H 0.20 -1.72 -4.18 0.100
H 1.56 -0.91 -5.03 0.118
H 3.31 -2.20 -3.48 0.109
H 2.38 -3.10 -4.73 0.109
H 0.59 -3.48 -2.75 0.098
H 1.99 -2.93 -1.63 0.083
H 3.01 -4.96 -1.71 0.111
H 1.39 -5.57 -2.22 0.116
H 0.83 -5.21 -4.58 0.093
H 2.02 -6.16 -5.56 0.094
H 1.31 -6.88 -3.99 0.095
C -6.30 -1.31 -3.46 -0.270
S -4.51 -1.13 -3.64 0.812
O -4.00 -0.50 -2.39 -0.550
C -4.57 0.15 -4.90 -0.269
H -6.49 -2.04 -2.67 0.050
H -6.74 -0.35 -3.18 0.059
H -6.72 -1.66 -4.40 0.052
H -5.12 1.01 -4.53 0.060
H -5.05 -0.25 -5.80 0.053
H -3.55 0.44 -5.14 0.048
C -3.83 3.48 5.19 -0.273
S -3.13 2.68 3.73 0.794
O -4.25 2.01 3.01 -0.554
C -2.23 1.41 4.63 -0.270
H -4.47 4.29 4.86 0.047
H -4.42 2.76 5.76 0.057
H -3.03 3.87 5.81 0.051
H -2.92 0.81 5.23 0.063
H -1.48 1.87 5.26 0.038
H -1.74 0.76 3.90 0.021
C 0.74 7.16 4.90 -0.268
S 0.39 7.20 3.13 0.793
O 1.57 6.62 2.43 -0.563
C 0.47 8.99 2.95 -0.272
H 0.77 6.12 5.22 0.043
H 1.70 7.63 5.10 0.060
H -0.05 7.68 5.44 0.053
H 1.45 9.35 3.27 0.058
H -0.31 9.45 3.55 0.053
H 0.32 9.24 1.90 0.050
```

The spin multiplicity is 1.

no.,highest occupied orbital energy (eV),HOMO-LUMO gap (eV)
1,-8.563,9.073
2,-8.827,9.335